The following is a DFT calculation (ωB97M-V/def2-TZVPD) of a structure of composition C37H31F5OP2PdSiTe in a non-equilibrium geometry.

## Properties
* energy above the lowest of the compared OMol25 structures with the same formula, charge and spin: 0.0 kJ/mol
* charge: +2

Each line ends with the Löwdin charge.
CARTESIAN COORDINATES (ANGSTROEM)
Pd1 -0.11 1.01 1.16  0.590
C1 -1.02 1.70 -4.11  -0.129
Si1 -0.36 1.19 -2.46  0.517
C2 1.39 1.79 -2.18  -0.219
C3 1.90 2.67 -3.12  -0.062
C4 3.21 3.14 -3.07  -0.027
C5 4.06 2.71 -2.06  -0.032
C6 3.58 1.82 -1.10  -0.071
C7 2.26 1.38 -1.15  -0.343
P1 1.79 0.30 0.21  1.043
C8 2.75 -1.21 0.13  -0.335
C9 2.56 -2.02 -0.99  -0.071
C10 3.33 -3.16 -1.16  -0.041
C11 4.31 -3.48 -0.23  -0.036
C12 4.51 -2.66 0.88  -0.043
C13 3.74 -1.53 1.07  -0.073
C14 2.13 1.11 1.80  -0.416
C15 2.23 2.50 1.98  -0.078
C16 2.16 3.04 3.26  -0.042
C17 1.96 2.22 4.35  -0.027
C18 1.83 0.84 4.19  -0.035
C19 1.92 0.28 2.93  -0.121
C20 -0.48 -0.67 -2.25  -0.263
C21 -0.09 -1.38 -3.39  -0.088
C22 -0.19 -2.77 -3.46  -0.043
C23 -0.71 -3.47 -2.39  -0.034
C24 -1.11 -2.79 -1.24  -0.056
C25 -1.00 -1.41 -1.17  -0.371
P2 -1.53 -0.57 0.36  1.031
C26 -1.68 -1.82 1.64  -0.364
C27 -2.90 -2.14 2.22  -0.057
C28 -2.96 -3.12 3.20  -0.043
C29 -1.80 -3.78 3.59  -0.042
C30 -0.58 -3.47 3.01  -0.052
C31 -0.51 -2.49 2.03  -0.110
C32 -3.19 0.06 -0.02  -0.361
C33 -3.80 -0.24 -1.23  -0.061
C34 -5.05 0.29 -1.53  -0.033
C35 -5.70 1.10 -0.61  -0.032
C36 -5.11 1.37 0.61  -0.057
C37 -3.86 0.86 0.91  -0.152
H1 -0.37 1.40 -4.94  0.053
H2 -1.14 2.78 -4.15  0.056
H3 -1.99 1.24 -4.26  0.054
H4 1.27 3.01 -3.94  0.103
H5 3.57 3.83 -3.82  0.124
H6 5.08 3.06 -2.01  0.123
H7 4.24 1.48 -0.31  0.122
H8 1.81 -1.77 -1.72  0.081
H9 3.18 -3.79 -2.03  0.118
H10 4.92 -4.36 -0.36  0.122
H11 5.28 -2.90 1.60  0.121
H12 3.93 -0.90 1.92  0.105
H13 2.37 3.15 1.12  0.113
H14 2.26 4.11 3.39  0.124
H15 1.89 2.65 5.35  0.125
H16 1.67 0.20 5.05  0.124
H17 1.87 -0.79 2.80  0.092
H18 0.31 -0.85 -4.25  0.113
H19 0.13 -3.29 -4.35  0.123
H20 -0.81 -4.55 -2.44  0.122
H21 -1.53 -3.35 -0.42  0.115
H22 -3.81 -1.64 1.91  0.107
H23 -3.91 -3.37 3.65  0.120
H24 -1.85 -4.54 4.36  0.120
H25 0.32 -3.99 3.31  0.116
H26 0.44 -2.26 1.56  0.086
H27 -3.31 -0.87 -1.96  0.111
H28 -5.51 0.05 -2.48  0.121
H29 -6.68 1.50 -0.84  0.122
H30 -5.64 1.96 1.35  0.121
H31 -3.46 0.99 1.91  0.101
F1 -0.22 3.55 0.09  -0.372
Te1 -1.89 3.59 0.94  1.931
F2 -3.58 3.89 1.61  -0.318
F3 -2.60 4.07 -0.68  -0.285
F4 -1.40 5.23 1.59  -0.292
F5 -1.36 1.88 -1.38  -0.206
O1 -1.40 2.39 2.18  -0.578

=====

The following is a DFT calculation (ωB97M-V/def2-TZVPD) of a structure of composition C37H31N5O10P2Pd.

## Properties
* energy above the lowest of the compared OMol25 structures with the same formula, charge and spin: 10.7 kJ/mol
* charge: -2

Each line ends with the natural charge from an NBO analysis.
CARTESIAN COORDINATES (ANGSTROEM)
Pd1 -0.33 -0.68 0.07  0.291
O1 -0.37 0.70 2.00  -1.115
P1 0.39 -0.55 2.38  1.843
C1 2.06 -0.80 1.65  -1.209
P2 2.90 0.69 1.13  1.983
O2 2.39 1.47 -0.03  -1.115
C2 4.61 0.14 0.78  -0.414
C3 5.32 -0.77 1.57  -0.127
C4 6.62 -1.13 1.23  -0.244
C5 7.21 -0.60 0.10  -0.209
C6 6.50 0.29 -0.70  -0.218
C7 5.20 0.65 -0.36  -0.164
C8 3.04 1.78 2.58  -0.342
C9 3.82 1.51 3.70  -0.215
C10 3.88 2.40 4.75  -0.209
C11 3.15 3.59 4.69  -0.212
C12 2.37 3.87 3.58  -0.245
C13 2.31 2.97 2.53  -0.119
C14 0.94 -0.14 4.12  -0.400
C15 0.56 1.07 4.70  -0.207
C16 0.93 1.39 6.00  -0.220
C17 1.69 0.50 6.75  -0.240
C18 2.07 -0.72 6.19  -0.239
C19 1.69 -1.03 4.89  -0.168
C20 -0.37 -2.15 2.77  -0.323
C21 -0.19 -3.28 1.98  -0.195
C22 -0.82 -4.47 2.32  -0.205
C23 -1.67 -4.53 3.42  -0.190
C24 -1.87 -3.39 4.19  -0.232
C25 -1.21 -2.22 3.88  -0.208
H1 1.97 -1.43 0.74  0.338
H2 2.71 -1.31 2.37  0.248
H3 4.86 -1.21 2.45  0.200
H4 7.16 -1.83 1.85  0.205
H5 8.22 -0.88 -0.17  0.202
H6 6.95 0.69 -1.60  0.207
H7 4.63 1.32 -0.98  0.247
H8 4.38 0.58 3.76  0.212
H9 4.48 2.17 5.62  0.206
H10 3.20 4.29 5.52  0.201
H11 1.79 4.78 3.54  0.206
H12 1.69 3.16 1.66  0.234
H13 -0.02 1.75 4.09  0.247
H14 0.63 2.33 6.43  0.200
H15 1.97 0.75 7.76  0.196
H16 2.65 -1.43 6.77  0.197
H17 1.96 -2.00 4.48  0.205
H18 0.37 -3.22 1.06  0.277
H19 -0.70 -5.34 1.68  0.208
H20 -2.21 -5.44 3.64  0.200
H21 -2.56 -3.42 5.03  0.197
H22 -1.37 -1.34 4.50  0.208
O3 0.13 -1.23 -2.61  -0.761
C26 -0.16 -2.09 -1.74  0.699
O4 0.65 -2.60 -0.89  -0.803
C27 -1.51 -2.80 -1.88  -0.235
C28 -1.79 -3.33 -3.10  -0.102
C29 -2.95 -4.12 -3.31  -0.112
C30 -3.82 -4.37 -2.27  -0.117
C31 -3.56 -3.84 -1.02  -0.150
C32 -2.44 -2.93 -0.75  0.536
O5 -2.31 -2.29 0.30  -0.669
N1 -4.48 -4.21 0.03  0.531
O6 -4.14 -4.09 1.19  -0.389
O7 -5.60 -4.63 -0.29  -0.472
N2 -3.21 -4.69 -4.59  0.526
O8 -2.43 -4.46 -5.51  -0.453
O9 -4.21 -5.40 -4.74  -0.469
H23 -1.11 -3.16 -3.92  0.236
H24 -4.69 -4.99 -2.41  0.254
C33 -4.19 3.24 1.21  -0.396
N3 -3.05 2.87 0.40  -0.433
C34 -1.83 3.42 0.61  0.098
C35 -0.75 3.04 -0.11  -0.362
C36 -0.97 1.98 -1.06  0.462
N4 -2.13 1.40 -1.23  -0.571
C37 -3.23 1.82 -0.55  0.761
O10 -4.36 1.36 -0.67  -0.654
N5 0.07 1.57 -1.81  -0.806
H25 -4.02 4.24 1.62  0.176
H26 -4.33 2.54 2.03  0.203
H27 -5.08 3.23 0.60  0.230
H28 -1.77 4.18 1.38  0.185
H29 0.22 3.46 0.06  0.216
H30 0.98 1.62 -1.36  0.425
H31 -0.07 0.68 -2.30  0.447